C57H40F15GeN6S4Sn as an isolated structure. Source: the OMol25 dataset; level of theory: wB97M-V/def2-TZVPD.

Atoms and positions in Å:
Sn1 -0.03962 -0.92459 0.57738
N1 1.90703 -0.74140 0.01500
S1 3.23906 -0.35264 0.53606
N2 3.34230 0.43651 1.94860
S2 2.94471 -0.09885 3.35143
N3 1.44223 -0.38956 3.66353
S3 0.21883 0.58761 3.28335
N4 -0.15807 0.65457 1.83650
C1 -1.02816 -0.04562 4.35697
C2 -2.26479 0.59046 4.25971
C3 -3.31281 0.12616 5.03348
C4 -3.12097 -0.96035 5.88277
C5 -1.88266 -1.58103 5.96771
C6 -0.81774 -1.12529 5.20282
C7 0.54027 2.22334 3.84968
C8 0.52259 2.49563 5.21290
C9 0.82291 3.78077 5.63118
C10 1.13372 4.76331 4.69722
C11 1.14900 4.47085 3.33863
C12 0.85129 3.19000 2.90232
C13 3.62684 1.09662 4.44969
C14 3.48099 0.82847 5.80835
C15 4.04412 1.70774 6.71447
C16 4.73362 2.82846 6.25874
C17 4.86360 3.07762 4.89886
C18 4.31198 2.20403 3.97266
C19 3.69289 -1.62808 3.79969
C20 2.92362 -2.76974 3.98231
C21 3.56614 -3.93487 4.37165
C22 4.94021 -3.94158 4.56832
C23 5.69454 -2.78976 4.36251
C24 5.07364 -1.61602 3.97644
C25 3.94050 0.84424 -0.55998
C26 3.62985 2.18392 -0.33849
C27 4.02294 3.12070 -1.27954
C28 4.70954 2.71744 -2.42146
C29 4.99526 1.37647 -2.63251
C30 4.60441 0.42313 -1.70212
C31 4.42605 -1.64503 0.62506
C32 5.78720 -1.34762 0.59754
C33 6.68770 -2.39383 0.66993
C34 6.22707 -3.70317 0.79911
C35 4.86650 -3.97271 0.86228
C36 3.95074 -2.93503 0.76247
H1 -2.39950 1.44662 3.60739
H2 -4.27662 0.61501 4.98442
H3 -3.94342 -1.31719 6.48896
H4 -1.74009 -2.41807 6.63785
H5 0.15388 -1.59295 5.27105
H6 0.26847 1.72764 5.93419
H7 0.80166 4.01998 6.68606
H8 1.35362 5.76901 5.03193
H9 1.38096 5.24518 2.61971
H10 0.84042 2.93973 1.84957
H11 2.95182 -0.05454 6.14975
H12 3.95470 1.51741 7.77592
H13 5.18072 3.50824 6.97317
H14 5.40726 3.94774 4.55462
H15 4.41858 2.37348 2.90952
H16 1.85597 -2.75295 3.80479
H17 2.99081 -4.83929 4.51929
H18 5.43088 -4.85251 4.88776
H19 6.76552 -2.80431 4.51755
H20 5.64926 -0.70807 3.83380
H21 3.10586 2.48741 0.55951
H22 3.80434 4.16889 -1.12137
H23 5.02570 3.45496 -3.14803
H24 5.52624 1.06522 -3.52246
H25 4.82059 -0.62459 -1.87581
H26 6.13699 -0.32679 0.50061
H27 7.74979 -2.19143 0.62139
H28 6.93742 -4.51873 0.84958
H29 4.51650 -4.99062 0.97834
H30 2.88443 -3.12413 0.79522
N5 -2.27155 -0.97163 0.10802
C37 -3.00100 0.33312 0.10229
C38 -2.62020 1.15054 -1.11677
C39 -1.16600 1.58328 -1.11801
N6 -0.24068 0.41231 -1.22651
H31 -2.44720 -1.44830 -0.77539
H32 -2.65654 -1.59677 0.81188
H33 -2.73319 0.86474 1.01593
H34 -4.07328 0.14114 0.11773
H35 -3.24168 2.04605 -1.14368
H36 -2.85739 0.59573 -2.03278
H37 -0.92652 2.09451 -0.18508
H38 -0.96978 2.26456 -1.94421
H39 0.71796 0.73208 -1.36437
H40 -0.46308 -0.12312 -2.06544
F1 2.17932 -4.97896 2.23549
C40 1.35724 -6.02643 2.45771
C41 0.17300 -6.12350 1.74562
C42 -0.64005 -7.21154 2.03678
F2 -1.80936 -7.36842 1.41436
C43 -0.28676 -8.16509 2.97620
F3 -1.08499 -9.18563 3.22900
C44 0.91222 -8.03484 3.65905
F4 1.26111 -8.92526 4.56152
C45 1.74129 -6.95282 3.39875
F5 2.88983 -6.81237 4.05748
Ge1 -0.28830 -4.75777 0.45513
S4 -0.41300 -2.94317 1.80882
C46 1.10356 -4.39965 -0.88165
C47 1.02380 -3.27684 -1.67350
F6 -0.05014 -2.42784 -1.51985
C48 1.97549 -2.89866 -2.58915
F7 1.85969 -1.75710 -3.26357
C49 3.07484 -3.72162 -2.76926
F8 4.02732 -3.37118 -3.61404
C50 3.17979 -4.89621 -2.04194
F9 4.23268 -5.67800 -2.20385
C51 2.19944 -5.21728 -1.11616
F10 2.35774 -6.34271 -0.42076
C52 -1.86823 -5.22689 -0.56583
C53 -1.70089 -6.30019 -1.42909
F11 -0.50215 -6.90105 -1.47213
C54 -2.71599 -6.78800 -2.22542
F12 -2.51594 -7.81372 -3.03069
C55 -3.96116 -6.17858 -2.16435
F13 -4.94508 -6.61682 -2.91713
C56 -4.16891 -5.10687 -1.30908
F14 -5.35610 -4.51950 -1.24731
C57 -3.12508 -4.65774 -0.52641
F15 -3.37669 -3.62671 0.30515

Output
Kohn-Sham gap: 8.257 eV
strongest force on any atom: 0.0140 hartree/bohr
net charge: +3
ΔE to the lowest compared entry with this formula, charge and spin: 0.000 eV
molecular weight: 1413.548 g/mol
LUMO level: -7.2730 eV